# 1
40
Properties=species:S:1:pos:R:3 method="wB97M-V/def2-TZVPD" fmax_ev_per_a=14.3 smiles="O=C(CCc1ccccc1)NNC(=O)COc1ccccc1Cl" total_charge=0 lumo_ev=0.58 relative_energy_kcal_mol=372.9 e_tot_ev=-39535.687 homo_ev=-8.3
O -0.244 -2.696 0.653
C -0.837 -2.054 -0.186
C -2.347 -2.465 -0.632
C -3.442 -2.319 0.125
C -3.401 -0.498 0.389
C -3.972 0.218 -0.412
C -3.771 1.576 -0.216
C -3.249 2.191 0.847
C -2.843 1.153 1.720
C -2.869 -0.142 1.630
N -0.490 -0.689 -0.573
N 0.436 -0.163 0.105
C 0.464 1.034 -0.008
O -0.377 1.823 -0.446
C 1.467 1.642 1.189
O 2.582 0.884 1.140
C 3.384 0.569 0.134
C 3.328 0.929 -1.092
C 4.143 0.787 -2.033
C 5.161 -0.137 -1.832
C 5.445 -0.859 -0.539
C 4.537 -0.203 0.579
Cl 4.685 -0.852 2.041
H -2.250 -3.428 -1.161
H -2.334 -2.029 -1.793
H -4.409 -2.372 -0.339
H -3.474 -2.570 1.150
H -4.318 -0.085 -1.184
H -4.129 2.320 -1.203
H -3.141 3.344 1.115
H -2.421 1.469 2.778
H -2.562 -1.011 2.328
H -1.297 -0.010 -0.923
H 0.792 -0.645 0.902
H 1.104 2.039 2.125
H 1.870 2.704 0.493
H 2.565 1.714 -1.425
H 4.033 0.880 -2.984
H 6.009 -0.695 -2.434
H 6.173 -1.352 -0.030

***

# 2
126
Properties=species:S:1:pos:R:3 method="wB97M-V/def2-TZVPD" fmax_ev_per_a=6.0 smiles="C#CCCCc1c(CC=C)ccc2c1C(=O)c1c(N=C(C)C)cc([PH2]=S)cc1C2=O.CC(C)O.CC(C)O.CC(C)O.CC(C)O.CC(C)O.CC(C)O" total_charge=0 lumo_ev=-1.23 relative_energy_kcal_mol=0.0 e_tot_ev=-83732.685 homo_ev=-7.2
C 2.332 6.368 2.637
C 1.920 5.347 1.934
C 1.527 4.246 0.806
C 2.744 4.128 -0.258
C 3.413 2.636 -0.263
C 3.289 2.083 -1.768
C 1.952 1.435 -2.276
C 0.594 1.258 -1.433
C 0.740 0.451 -0.051
C 0.187 -0.919 0.069
C 1.935 0.931 -3.793
C 3.143 1.060 -4.782
C 4.461 1.732 -4.268
C 4.540 2.228 -2.750
C 5.937 2.896 -2.322
O 6.078 3.924 -1.595
C 7.263 2.180 -2.944
C 8.587 1.931 -2.138
N 8.625 2.355 -0.718
C 8.225 1.321 0.023
C 8.314 1.441 1.644
C 7.686 -0.098 -0.565
C 9.818 1.228 -2.870
C 9.743 0.744 -4.389
P 11.289 -0.120 -5.064
S 12.183 0.939 -6.433
C 8.414 0.993 -5.195
C 7.183 1.692 -4.465
C 5.764 1.961 -5.217
O 5.691 2.352 -6.423
H 2.900 7.099 3.316
H 1.400 3.222 1.307
H 0.564 4.586 0.284
H 3.523 4.955 -0.043
H 2.305 4.331 -1.316
H 2.974 1.942 0.540
H 4.545 2.738 -0.007
H -0.134 0.635 -2.095
H 0.061 2.288 -1.309
H 1.217 0.865 0.921
H 0.782 -1.869 -0.176
H -0.907 -0.981 0.491
H 0.962 0.459 -4.221
H 3.064 0.702 -5.865
H 9.365 1.145 2.008
H 8.122 2.544 1.930
H 7.542 0.737 2.123
H 6.783 0.047 -1.282
H 8.565 -0.628 -1.105
H 7.339 -0.791 0.290
H 10.786 1.079 -2.248
H 12.220 -0.457 -4.003
H 10.834 -1.395 -5.593
H 8.352 0.662 -6.306
C -4.308 2.633 -0.547
C -3.173 3.619 -0.324
C -3.645 5.054 -0.492
O -2.124 3.352 -1.255
H -4.708 2.720 -1.564
H -3.951 1.605 -0.435
H -5.121 2.800 0.163
H -2.759 3.483 0.680
H -4.021 5.226 -1.506
H -2.816 5.752 -0.340
H -4.438 5.294 0.221
H -2.480 3.470 -2.148
C -4.687 1.054 3.715
C -5.072 2.501 3.446
C -5.611 3.173 4.699
O -6.063 2.545 2.421
H -5.557 0.473 4.039
H -4.313 0.580 2.803
H -3.916 0.988 4.486
H -4.199 3.051 3.080
H -6.512 2.665 5.057
H -5.894 4.208 4.488
H -4.866 3.169 5.500
H -6.839 2.061 2.735
C -9.488 -0.783 6.286
C -8.060 -1.137 5.903
C -7.562 -2.346 6.679
O -7.209 -0.022 6.165
H -9.556 -0.529 7.350
H -9.829 0.095 5.730
H -10.170 -1.613 6.082
H -8.007 -1.342 4.830
H -7.563 -2.146 7.756
H -6.530 -2.581 6.402
H -8.185 -3.223 6.486
H -7.249 0.167 7.113
C 5.350 -3.869 -4.531
C 5.482 -2.811 -3.447
C 4.286 -1.872 -3.441
O 6.675 -2.058 -3.662
H 5.302 -3.407 -5.524
H 6.221 -4.530 -4.532
H 4.451 -4.475 -4.385
H 5.574 -3.295 -2.470
H 4.201 -1.341 -4.394
H 4.400 -1.109 -2.665
H 3.356 -2.418 -3.261
H 6.603 -1.625 -4.524
C -4.506 -3.335 2.231
C -3.803 -2.740 1.022
C -3.085 -3.810 0.215
O -2.858 -1.763 1.456
H -3.787 -3.814 2.905
H -5.007 -2.552 2.808
H -5.250 -4.078 1.929
H -4.532 -2.228 0.387
H -2.317 -4.305 0.818
H -2.574 -3.366 -0.645
H -3.785 -4.567 -0.148
H -2.207 -2.206 2.019
C -7.194 -7.560 -0.349
C -7.043 -6.502 0.732
C -8.231 -5.554 0.751
O -5.847 -5.759 0.504
H -7.250 -7.099 -1.341
H -6.328 -8.227 -0.359
H -8.095 -8.159 -0.192
H -6.943 -6.986 1.708
H -8.323 -5.024 -0.203
H -8.103 -4.792 1.525
H -9.163 -6.093 0.941
H -5.925 -5.326 -0.359

***

# 3
54
Properties=species:S:1:pos:R:3 method="wB97M-V/def2-TZVPD" fmax_ev_per_a=2.0 total_charge=0 lumo_ev=-2.94 relative_energy_kcal_mol=12.5 e_tot_ev=-185388.406 homo_ev=-6.9
Br -6.187 2.517 -3.296
C -4.476 1.777 -2.986
C -4.364 0.416 -2.642
C -3.130 -0.082 -2.220
C -1.973 0.747 -2.198
C -0.686 0.229 -1.836
C 0.523 0.781 -2.279
C 1.732 0.089 -2.315
C 2.986 0.677 -2.692
C 4.158 -0.121 -2.849
C 5.411 0.458 -3.017
C 5.528 1.861 -3.063
Br 7.231 2.656 -3.213
C 4.378 2.666 -3.042
C 3.126 2.082 -2.876
C -2.115 2.100 -2.609
C -3.353 2.617 -2.977
H -5.231 -0.228 -2.671
H -3.031 -1.129 -1.928
H -0.663 -0.708 -1.283
H 0.509 1.778 -2.732
H 1.718 -0.986 -2.118
H 4.062 -1.210 -2.793
H 6.306 -0.157 -3.065
H 4.473 3.750 -3.113
H 2.243 2.720 -2.824
H -1.234 2.742 -2.624
H -3.447 3.666 -3.237
C 3.852 -0.104 1.883
C 2.796 -0.931 1.205
O 1.534 -0.372 1.632
C 0.511 -0.998 0.994
C -0.736 -0.600 1.573
S -2.107 -1.599 1.568
C -2.532 -1.642 3.320
C -2.202 -2.766 4.091
C -2.687 -2.868 5.402
C -3.463 -1.846 5.948
C -3.691 -0.683 5.215
C -3.226 -0.573 3.896
O -3.195 -0.934 0.889
O -1.780 -2.968 1.272
O 0.693 -1.758 0.035
H 4.837 -0.459 1.583
H 3.764 0.948 1.586
H 3.764 -0.168 2.975
H 2.891 -0.861 0.111
H 2.851 -1.993 1.503
H -0.791 0.245 2.255
H -1.588 -3.557 3.663
H -2.449 -3.760 5.983
H -3.894 -1.950 6.945
H -4.236 0.154 5.652
H -3.409 0.333 3.321